This record from the Open Molecules 2025 dataset describes C17H33Li5O11P as an isolated structure. The level of theory is ωB97M-V with the def2-TZVPD basis set.

Gap between HOMO and LUMO, eV: 5.071
HOMO level, eV: -9.304

```
! wB97M-V def2-TZVPD RIJCOSX def2/J DEFGRID3
* xyz 1 1
Li 13.000 -19.839 8.592
Li 13.625 -24.101 6.694
Li 11.769 -20.905 3.081
Li 10.214 -23.094 9.684
Li 9.581 -24.532 4.557
P 10.854 -21.815 6.380
O 10.506 -21.055 7.698
O 9.912 -21.860 5.193
O 10.807 -23.309 6.925
O 12.316 -21.620 5.989
O 14.947 -23.348 12.430
C 13.994 -23.360 11.482
O 12.879 -23.619 11.869
O 14.206 -22.957 10.293
H 14.192 -23.688 12.916
C 17.715 -16.220 7.785
C 17.791 -17.092 6.577
C 16.901 -18.228 6.952
O 15.782 -17.696 7.687
C 16.298 -16.453 8.366
H 17.877 -15.166 7.557
H 18.453 -16.546 8.518
H 18.832 -17.371 6.412
H 17.394 -16.504 5.750
H 17.404 -19.080 7.410
H 16.623 -18.814 6.076
H 16.349 -16.735 9.417
H 15.807 -15.506 8.142
C 4.812 -16.083 7.196
C 6.120 -16.977 6.963
C 5.725 -18.020 5.968
O 4.299 -18.111 5.897
C 3.713 -16.983 6.651
H 4.742 -15.116 6.698
H 4.710 -15.918 8.268
H 6.320 -17.445 7.927
H 6.963 -16.307 6.792
H 6.217 -18.927 6.321
H 6.194 -17.775 5.016
H 3.014 -17.258 7.441
H 3.122 -16.466 5.895
C 10.944 -30.241 7.099
C 9.882 -29.318 7.857
C 10.594 -28.982 9.110
O 11.268 -30.226 9.419
C 11.832 -30.846 8.208
H 11.638 -29.637 6.514
H 10.321 -30.989 6.610
H 9.074 -29.965 8.199
H 9.562 -28.374 7.416
H 9.998 -28.721 9.984
H 11.336 -28.184 9.135
H 11.859 -31.923 8.374
H 12.890 -30.590 8.147
C 5.538 -22.422 12.739
C 4.901 -23.627 12.212
C 6.164 -24.323 11.908
O 6.980 -23.312 11.307
C 6.564 -22.026 11.822
H 5.885 -22.297 13.764
H 4.763 -21.658 12.807
H 4.379 -23.517 11.262
H 4.326 -24.196 12.942
H 5.967 -25.094 11.163
H 6.624 -24.751 12.798
H 6.102 -21.485 10.996
H 7.397 -21.396 12.132
*
```

In the Mulliken picture, each atom carries the following charge in e: number 1, Li, carries 0.92; number 2, Li, carries 0.90; number 3, Li, carries 0.91; number 4, Li, carries 0.94; number 5, Li, carries 0.90; number 6, P, carries 0.86; number 7, O, carries -0.82; number 8, O, carries -0.86; number 9, O, carries -0.95; number 10, O, carries -0.85; number 11, O, carries -0.48; number 12, C, carries 0.71; number 13, O, carries -0.71; number 14, O, carries -0.81; number 15, H, carries 0.33; number 16, C, carries -0.64; number 17, C, carries -0.39; number 18, C, carries -0.52; number 19, O, carries -0.39; number 20, C, carries -0.45; number 21, H, carries 0.35; number 22, H, carries 0.26; number 23, H, carries 0.29; number 24, H, carries 0.26; number 25, H, carries 0.30; number 26, H, carries 0.32; number 27, H, carries 0.30; number 28, H, carries 0.30; number 29, C, carries -0.46; number 30, C, carries -0.52; number 31, C, carries -0.36; number 32, O, carries -0.43; number 33, C, carries -0.38; number 34, H, carries 0.28; number 35, H, carries 0.26; number 36, H, carries 0.22; number 37, H, carries 0.36; number 38, H, carries 0.27; number 39, H, carries 0.26; number 40, H, carries 0.25; number 41, H, carries 0.26; number 42, C, carries -0.43; number 43, C, carries -0.45; number 44, C, carries -0.42; number 45, O, carries -0.42; number 46, C, carries -0.37; number 47, H, carries 0.27; number 48, H, carries 0.30; number 49, H, carries 0.24; number 50, H, carries 0.30; number 51, H, carries 0.28; number 52, H, carries 0.24; number 53, H, carries 0.24; number 54, H, carries 0.22; number 55, C, carries -0.61; number 56, C, carries -0.41; number 57, C, carries -0.50; number 58, O, carries -0.37; number 59, C, carries -0.33; number 60, H, carries 0.29; number 61, H, carries 0.31; number 62, H, carries 0.24; number 63, H, carries 0.30; number 64, H, carries 0.29; number 65, H, carries 0.31; number 66, H, carries 0.21; number 67, H, carries 0.29

This record from the Open Molecules 2025 dataset describes a 4-piece molecular cluster, C19H26NO9S overall. The level of theory is ωB97M-V with the def2-TZVPD basis set.

Gap between HOMO and LUMO, eV: 4.488
HOMO level, eV: -2.529

```
! wB97M-V def2-TZVPD RIJCOSX def2/J DEFGRID3
* xyz -1 1
S 3.202 0.511 -2.210
N 1.811 1.208 -2.837
C 0.871 1.487 -1.755
C -0.352 0.574 -1.735
C -0.323 -0.629 -2.430
C -1.417 -1.492 -2.371
C -2.542 -1.159 -1.622
C -2.575 0.059 -0.952
C -1.488 0.927 -1.004
H 2.956 -0.840 -2.054
H 0.562 2.542 -1.734
H 1.372 1.284 -0.803
H 0.562 -0.886 -2.992
H -1.362 -2.418 -2.927
H -3.390 -1.829 -1.558
H -3.455 0.343 -0.388
H -1.525 1.864 -0.463
C -7.976 0.925 0.460
C -7.753 0.176 -0.829
C -8.525 -1.116 -0.968
O -7.694 -1.866 -1.860
C -6.415 -1.426 -1.690
O -5.453 -1.947 -2.140
O -6.403 -0.302 -0.927
H -7.853 0.266 1.320
H -7.249 1.730 0.562
H -8.979 1.353 0.485
H -7.934 0.833 -1.685
H -9.519 -0.984 -1.391
H -8.600 -1.662 -0.024
C 6.218 1.473 -0.077
C 6.949 0.286 0.494
C 8.189 -0.125 -0.261
O 8.289 -1.521 0.058
C 7.029 -1.963 0.317
O 6.739 -3.109 0.446
O 6.170 -0.927 0.408
H 6.033 1.354 -1.145
H 5.243 1.591 0.396
H 6.799 2.383 0.084
H 7.171 0.453 1.553
H 9.085 0.403 0.058
H 8.071 -0.024 -1.342
C 0.982 -1.118 3.967
C 0.846 0.211 3.267
C 0.859 0.147 1.759
O 1.359 1.445 1.418
C 2.131 1.871 2.437
O 2.846 2.821 2.409
O 1.985 1.054 3.519
H 1.831 -1.678 3.574
H 1.154 -0.973 5.034
H 0.077 -1.712 3.835
H -0.041 0.741 3.628
H -0.123 -0.012 1.319
H 1.554 -0.599 1.367
*
```

In the Mulliken picture, each atom carries the following charge in e: number 1, S, carries -0.28; number 2, N, carries -0.64; number 3, C, carries -0.02; number 4, C, carries 0.44; number 5, C, carries -0.41; number 6, C, carries -0.59; number 7, C, carries -0.37; number 8, C, carries -0.30; number 9, C, carries -0.68; number 10, H, carries 0.01; number 11, H, carries 0.30; number 12, H, carries -0.19; number 13, H, carries 0.40; number 14, H, carries 0.37; number 15, H, carries 0.38; number 16, H, carries 0.40; number 17, H, carries 0.35; number 18, C, carries -1.45; number 19, C, carries 0.48; number 20, C, carries -0.53; number 21, O, carries -0.35; number 22, C, carries 0.58; number 23, O, carries -0.47; number 24, O, carries -0.26; number 25, H, carries 0.35; number 26, H, carries 0.36; number 27, H, carries 0.38; number 28, H, carries 0.26; number 29, H, carries 0.30; number 30, H, carries 0.31; number 31, C, carries -1.23; number 32, C, carries 0.55; number 33, C, carries -0.53; number 34, O, carries -0.35; number 35, C, carries 0.63; number 36, O, carries -0.56; number 37, O, carries -0.27; number 38, H, carries 0.31; number 39, H, carries 0.18; number 40, H, carries 0.40; number 41, H, carries 0.21; number 42, H, carries 0.31; number 43, H, carries 0.31; number 44, C, carries -1.48; number 45, C, carries 0.57; number 46, C, carries -0.36; number 47, O, carries -0.23; number 48, C, carries 0.59; number 49, O, carries -0.58; number 50, O, carries -0.38; number 51, H, carries 0.36; number 52, H, carries 0.37; number 53, H, carries 0.38; number 54, H, carries 0.25; number 55, H, carries 0.20; number 56, H, carries 0.23

This record from the Open Molecules 2025 dataset describes C37H39As2LaN5O2S2 as an isolated structure. The level of theory is ωB97M-V with the def2-TZVPD basis set.

Gap between HOMO and LUMO, eV: 7.598
HOMO level, eV: -15.388

```
! wB97M-V def2-TZVPD RIJCOSX def2/J DEFGRID3
* xyz 3 1
La 11.712 14.205 8.802
C 14.556 12.823 12.278
C 15.391 12.414 11.072
As 14.545 12.984 9.381
C 15.879 12.607 7.913
C 17.259 12.573 8.160
C 18.109 12.285 7.166
C 17.617 11.854 5.899
C 16.248 11.811 5.662
C 15.385 12.164 6.708
C 14.424 14.931 9.438
C 13.955 15.739 10.463
C 13.578 17.022 10.186
C 13.664 17.568 8.893
C 13.881 16.784 7.770
C 14.296 15.530 8.115
As 12.594 13.128 11.945
C 12.236 14.416 13.362
C 11.589 15.597 13.108
C 11.205 16.418 14.176
C 11.432 15.969 15.505
C 12.129 14.751 15.701
C 12.465 13.925 14.655
C 11.726 11.548 12.565
C 12.366 10.337 12.383
C 11.810 9.158 12.911
C 10.672 9.184 13.711
C 10.139 10.435 13.985
C 10.613 11.618 13.414
H 14.949 13.811 12.661
H 14.792 12.099 12.996
H 15.298 11.357 10.851
H 16.434 12.713 11.287
H 17.722 12.847 9.083
H 19.198 12.411 7.249
H 18.167 11.526 5.027
H 15.863 11.533 4.672
H 14.335 12.264 6.453
H 13.916 15.433 11.498
H 13.176 17.618 11.032
H 13.548 18.636 8.834
H 13.849 17.192 6.765
H 14.613 14.822 7.400
H 11.437 16.062 12.158
H 10.785 17.365 13.953
H 11.121 16.632 16.354
H 12.594 14.538 16.681
H 12.999 12.993 14.753
H 13.234 10.349 11.751
H 12.343 8.282 12.650
H 10.174 8.281 14.103
H 9.433 10.533 14.813
H 10.157 12.606 13.701
N 8.436 12.813 10.607
C 8.575 14.153 10.484
N 9.425 14.727 9.648
C 9.090 16.086 9.539
C 8.177 16.526 10.360
S 7.663 15.234 11.431
C 9.638 16.865 8.415
C 9.618 18.211 8.135
S 10.451 18.485 6.667
C 10.786 16.803 6.511
N 10.361 16.096 7.524
N 11.421 16.281 5.437
H 8.830 12.112 9.983
H 7.831 12.464 11.308
H 7.755 17.457 10.437
H 9.139 19.047 8.672
H 11.483 16.891 4.669
H 11.232 15.347 5.164
O 10.858 11.770 8.301
C 11.052 11.981 7.102
O 11.440 13.082 6.611
C 10.973 10.816 6.088
N 10.764 9.558 6.911
C 11.945 8.625 6.814
C 13.085 9.601 6.266
C 12.250 10.504 5.282
H 10.100 11.000 5.439
H 9.926 8.996 6.660
H 10.569 9.928 7.825
H 11.811 7.740 6.215
H 12.078 8.289 7.851
H 13.791 8.937 5.831
H 13.499 10.231 7.052
H 11.948 9.927 4.385
H 12.771 11.340 4.879
*
```

In the Mulliken picture, each atom carries the following charge in e: number 1, La, carries 1.67; number 2, C, carries -1.11; number 3, C, carries -0.98; number 4, As, carries 0.73; number 5, C, carries 0.10; number 6, C, carries -0.65; number 7, C, carries -0.81; number 8, C, carries -0.57; number 9, C, carries -0.73; number 10, C, carries 0.54; number 11, C, carries -0.52; number 12, C, carries 0.18; number 13, C, carries -0.73; number 14, C, carries -0.56; number 15, C, carries -1.15; number 16, C, carries -0.21; number 17, As, carries 1.14; number 18, C, carries -0.07; number 19, C, carries 0.30; number 20, C, carries -1.12; number 21, C, carries -0.59; number 22, C, carries -0.70; number 23, C, carries -0.58; number 24, C, carries 0.52; number 25, C, carries -0.86; number 26, C, carries -0.54; number 27, C, carries -0.73; number 28, C, carries -0.57; number 29, C, carries -0.45; number 30, H, carries 0.50; number 31, H, carries 0.75; number 32, H, carries 0.40; number 33, H, carries 0.48; number 34, H, carries 0.38; number 35, H, carries 0.41; number 36, H, carries 0.40; number 37, H, carries 0.41; number 38, H, carries 0.31; number 39, H, carries 0.65; number 40, H, carries 0.50; number 41, H, carries 0.49; number 42, H, carries 0.54; number 43, H, carries 0.45; number 44, H, carries 0.59; number 45, H, carries 0.53; number 46, H, carries 0.38; number 47, H, carries 0.37; number 48, H, carries 0.42; number 49, H, carries 0.30; number 50, H, carries 0.49; number 51, H, carries 0.42; number 52, H, carries 0.40; number 53, H, carries 0.43; number 54, N, carries -0.17; number 55, C, carries 0.32; number 56, N, carries 0.44; number 57, C, carries -0.35; number 58, C, carries -0.33; number 59, S, carries -0.15; number 60, C, carries -0.20; number 61, C, carries -0.25; number 62, S, carries -0.13; number 63, C, carries 0.26; number 64, N, carries -0.47; number 65, N, carries -0.25; number 66, H, carries 0.04; number 67, H, carries 0.24; number 68, H, carries 0.63; number 69, H, carries 0.45; number 70, H, carries 0.27; number 71, H, carries 0.15; number 72, O, carries -0.83; number 73, C, carries 0.99; number 74, O, carries -0.72; number 75, C, carries -0.19; number 76, N, carries 0.04; number 77, C, carries -0.73; number 78, C, carries -0.15; number 79, C, carries -1.03; number 80, H, carries 0.40; number 81, H, carries 0.41; number 82, H, carries 0.23; number 83, H, carries 0.38; number 84, H, carries 0.36; number 85, H, carries 0.56; number 86, H, carries -0.10; number 87, H, carries 0.47; number 88, H, carries 0.43

This record from the Open Molecules 2025 dataset describes the molecule C4H5NS3. The level of theory is ωB97M-V with the def2-TZVPD basis set.

Gap between HOMO and LUMO, eV: 6.503
HOMO level, eV: -8.537
Energy relative to the best compared isomer or geometry (same formula, charge and spin), eV: 0.957
Structure (SMILES): NC(=S)CC(=S)C=S

```
! wB97M-V def2-TZVPD RIJCOSX def2/J DEFGRID3
* xyz 0 1
N 1.491 -1.858 0.423
C 1.382 -0.541 0.304
S 2.428 0.375 -0.618
C 0.259 0.108 1.130
C -0.767 0.748 0.241
S -0.916 2.347 0.064
C -1.704 -0.142 -0.495
S -1.920 -1.714 -0.267
H 0.755 -2.405 0.856
H 2.158 -2.385 -0.135
H -0.216 -0.633 1.821
H 0.722 0.887 1.788
H -2.338 0.375 -1.226
*
```

In the Mulliken picture, each atom carries the following charge in e: number 1, N, carries -0.33; number 2, C, carries 0.23; number 3, S, carries -0.30; number 4, C, carries -0.72; number 5, C, carries 0.34; number 6, S, carries -0.18; number 7, C, carries -0.24; number 8, S, carries -0.22; number 9, H, carries 0.22; number 10, H, carries 0.22; number 11, H, carries 0.30; number 12, H, carries 0.35; number 13, H, carries 0.34